[1]
A molecular structure, C23H41FIrP2, computed with the ωB97M-V functional and the def2-TZVPD basis.

Calculated values
lowest unoccupied orbital energy (alpha / beta) = -6.67 / -8.64 eV
<S²> = 8.8088
HOMO-LUMO gap (alpha / beta) = 6.703 / 5.717 eV
highest occupied orbital energy (alpha / beta) = -0.4915 / -0.5275 hartree
ΔE to the lowest compared entry with this formula, charge and spin = 0.000 eV
multiplicity = 6
total energy = -1786.9986 Ha
net charge = +2

Geometry as XYZ:
```
68
Properties=species:S:1:pos:R:3:forces:R:3:mulliken_charge:R:1
Ir 1.81901 -1.77015 -2.08939 1.776 -1.261 1.772 1.05
C -0.60258 -1.03288 0.12061 -1.107 -1.117 -0.940 1.36
C -0.58530 -2.24739 -0.59169 0.899 0.564 0.632 0.07
C 1.63089 -1.72825 0.06632 -1.988 -0.100 0.699 0.18
C 0.70296 -0.70698 0.52542 1.465 -1.063 -0.045 0.34
C 0.78024 -2.77216 -0.61490 -1.125 0.384 3.609 1.33
C -1.83261 -0.31393 0.53912 -0.285 0.386 0.001 -1.61
H -2.70292 -0.59977 -0.05985 0.178 0.005 0.091 0.37
H -1.70583 0.77374 0.45434 -0.058 -0.238 0.086 0.14
H -2.07550 -0.54304 1.58865 0.093 0.089 -0.237 0.41
C 1.06148 0.35342 1.48571 0.138 0.604 -0.228 -1.99
H 0.31665 1.15518 1.50687 0.116 -0.165 0.040 0.38
H 2.03153 0.78492 1.21459 -0.112 -0.038 0.194 0.46
H 1.15428 -0.04409 2.50827 -0.027 -0.061 -0.257 0.35
C 2.86800 -2.06278 0.82834 0.732 0.128 -0.128 -1.44
H 2.67005 -2.80825 1.61694 0.025 0.354 -0.193 0.29
H 3.27075 -1.14018 1.26288 0.028 -0.364 0.104 0.46
H 3.61378 -2.45642 0.13501 0.060 -0.077 0.547 0.35
C 1.11184 -4.22104 -0.50519 0.076 -0.354 -0.621 -1.35
H 1.11470 -4.51456 0.55939 0.038 0.056 -0.393 0.35
H 2.09727 -4.42181 -0.95060 -0.199 -0.151 0.391 0.37
H 0.36458 -4.80896 -1.04806 0.174 -0.087 0.212 0.43
C -1.74534 -2.98338 -1.09775 -0.668 -0.186 -0.758 -2.05
H -2.29060 -3.49938 -0.29166 0.158 0.158 -0.193 0.33
H -1.44636 -3.73371 -1.84266 -0.154 0.141 0.245 0.44
H -2.43776 -2.28445 -1.58663 -0.052 -0.296 0.152 0.43
C -1.89203 3.26783 -1.33964 0.015 0.453 0.405 -0.53
C -2.84595 2.48403 -1.82912 -0.619 -0.651 0.037 -0.16
C -3.48614 2.62498 -3.20477 0.091 0.200 0.170 -0.96
C -2.86364 1.78800 -4.35110 0.002 -0.799 -1.120 -1.10
C -1.42256 1.48896 -4.06467 2.077 -0.071 2.129 1.03
C -0.48927 2.49826 -3.69970 -0.480 -0.429 0.932 -0.38
C -0.81229 3.91052 -3.60355 -0.151 1.271 -0.514 -1.28
C -1.13539 4.31461 -2.12932 0.031 0.262 -0.014 -0.91
H -3.48312 3.67928 -3.51147 -0.132 -0.315 0.211 0.41
H -2.99843 2.27307 -5.32812 -0.040 0.098 0.295 0.25
H -4.53008 2.30378 -3.11730 0.169 0.220 -0.054 0.48
H -1.68296 5.27621 -2.16785 0.243 -0.382 0.157 0.35
H -1.64940 3.25227 -0.26124 -0.061 -0.337 -0.669 0.49
H -3.28660 1.68219 -1.20647 0.240 0.704 -0.177 0.45
H -0.18313 4.50838 -1.61278 -0.313 0.017 -0.152 0.43
H 0.04041 4.52575 -3.94237 -0.317 -0.134 0.139 0.46
H 0.48418 2.17971 -3.28328 -0.414 0.027 -0.234 0.16
H -1.66239 4.15505 -4.26451 0.397 -0.061 0.277 0.38
H -3.36322 0.81188 -4.43337 -0.060 0.338 0.038 0.54
H -1.30955 0.58833 -3.45746 -0.333 0.240 0.396 0.13
P 0.03385 0.61156 -5.33045 -1.089 1.340 -3.952 1.05
C 0.51358 2.04843 -6.40167 -0.002 0.279 0.280 -1.59
C -1.06070 -0.27162 -6.47199 -0.144 -0.456 -0.257 -1.38
P 2.02908 -0.26035 -3.47288 2.257 2.806 -3.410 0.50
C 1.62450 -0.24904 -5.28612 -0.404 -0.260 0.714 -1.03
C 1.50009 -2.82944 -3.76020 -0.689 -1.198 -1.088 -1.81
C 3.86540 -0.20812 -3.60754 -0.390 0.392 0.641 -1.44
H 1.50649 2.43242 -6.12041 -0.337 -0.081 -0.052 0.44
H -0.19617 2.88482 -6.34198 0.092 -0.305 0.069 0.36
H 0.54030 1.72174 -7.45080 0.174 -0.036 0.351 0.51
H -0.88199 0.06907 -7.49834 -0.008 -0.247 0.205 0.44
H -2.11073 -0.08179 -6.22995 0.195 -0.079 -0.016 0.34
H -0.86948 -1.34540 -6.40448 -0.179 0.013 -0.096 0.44
H 4.17855 0.64080 -4.20675 0.166 -0.016 -0.189 0.49
H 4.24910 -1.17056 -3.95735 -0.042 0.188 -0.107 0.38
H 4.18023 -0.05883 -2.58066 0.532 0.003 0.063 0.46
H 2.38714 0.35749 -5.80992 -0.416 -0.436 0.238 0.54
H 1.45462 -1.23334 -5.75566 0.387 0.337 0.284 0.67
H 1.66137 -3.82390 -3.34960 -0.184 -0.287 -0.255 0.47
H 2.20005 -2.68688 -4.59211 -0.220 0.000 0.290 0.56
H 0.46070 -2.69350 -4.08508 0.220 -0.290 -0.213 0.49
F 3.60826 -2.66722 -1.85025 -0.442 0.369 -0.536 -0.57
```
Positions in Å, forces in eV/Å.

---

[2]
9 unconnected molecules or ions with the total composition C39H77BN2O10, computed with the ωB97M-V functional and the def2-TZVPD basis.

Calculated values
lowest unoccupied orbital energy = 0.50 eV
HOMO-LUMO gap = 9.048 eV
highest occupied orbital energy = -0.3141 hartree
multiplicity = 1
SMILES = C=CC[C@@H]1C[C@@H](B(N)O)C(=O)N1.C1CCOC1.C1CCOC1.C1CCOC1.C1CCOC1.C1CCOC1.C1CCOC1.C1CCOC1.C1CCOC1
total energy = -2418.7975 Ha
net charge = 0

Geometry as XYZ:
```
129
Properties=species:S:1:pos:R:3:forces:R:3:mulliken_charge:R:1
C 1.18841 4.51077 0.92531 1.532 -1.308 -0.352 -0.83
C 2.27686 3.78038 0.40656 -1.732 0.650 0.936 -0.01
C 2.62246 2.25614 0.80747 1.688 0.993 -0.253 -0.57
C 1.66894 1.27952 -0.02430 -0.493 1.396 2.249 0.75
C 0.26099 1.35085 0.77886 0.099 0.329 -0.694 -0.44
C -0.24643 -0.17271 0.86450 -0.747 1.024 -1.303 0.37
B -1.85854 -0.02621 0.73392 -1.150 -0.635 0.354 0.33
N -2.52821 0.64224 -0.41454 1.905 -0.095 0.796 -0.52
O -2.71313 -0.53704 1.80050 1.139 1.863 -0.589 -0.62
C 0.61024 -0.78091 -0.34533 -0.483 -0.790 0.556 -0.03
O 0.25863 -1.51352 -1.27817 1.475 2.404 2.911 -0.58
N 1.95863 -0.17089 -0.07088 0.188 -0.130 -1.828 -0.34
H 0.55624 5.24869 0.32770 1.687 -0.420 1.027 0.25
H 0.89072 4.33993 2.00613 -0.300 -0.415 -1.669 0.25
H 2.94724 4.29631 -0.35165 -1.379 -1.202 0.236 0.32
H 3.72290 2.12110 0.49380 -1.585 -0.058 0.512 0.23
H 2.59230 2.09073 1.93853 -0.182 0.146 -1.723 0.28
H 1.57626 1.78099 -1.03759 -0.069 -1.229 1.001 -0.14
H 0.34315 1.77013 1.83333 0.085 -0.312 -1.505 0.38
H -0.34026 2.06747 0.10970 0.200 -1.272 1.464 -0.25
H 0.09290 -0.65002 1.83736 -0.306 0.437 -1.299 0.13
H -1.80517 0.83506 -1.12634 -0.622 -0.106 0.281 0.18
H -2.90975 1.56634 -0.16990 -0.293 -0.767 -0.094 0.29
H -2.53989 -0.02339 2.62129 -0.070 -0.864 -0.627 0.30
H 2.42066 -0.55708 0.76848 -0.656 0.369 -0.575 0.36
C -0.76390 4.72332 -3.69755 -0.162 0.392 0.121 -0.58
C 0.34459 4.28671 -4.63067 0.010 -0.201 -0.385 -0.60
C 1.40146 3.79985 -3.65829 0.296 0.015 0.198 -0.62
O 0.70699 3.29608 -2.50904 -0.193 0.203 -0.327 -0.23
C -0.66986 3.69023 -2.59220 -0.062 -0.331 0.176 -0.19
H -1.74798 4.75476 -4.16797 0.046 -0.021 0.065 0.31
H -0.54292 5.71882 -3.29880 -0.060 -0.057 -0.015 0.31
H -0.00104 3.45561 -5.25400 0.051 0.057 0.010 0.24
H 0.70388 5.07978 -5.28837 0.005 -0.055 0.056 0.36
H 2.04612 4.62136 -3.32735 0.043 0.009 -0.079 0.34
H 2.02998 3.01287 -4.08114 -0.032 -0.010 0.129 0.29
H -1.26015 2.79850 -2.83145 -0.109 0.054 0.008 0.03
H -1.00033 4.07761 -1.62548 0.091 -0.077 0.022 0.25
C 0.46168 -5.39898 0.97780 0.200 -0.383 -0.006 -0.66
C -0.85841 -4.96165 1.57620 -0.385 0.156 -0.184 -0.57
C -0.40876 -4.17484 2.79232 0.033 0.042 0.324 -0.41
O 0.86380 -3.59864 2.46550 -0.079 -0.164 -0.107 -0.39
C 1.34448 -4.19838 1.25352 0.126 0.361 -0.193 0.06
H 0.40245 -5.64911 -0.08251 0.024 0.055 0.064 0.38
H 0.84164 -6.27432 1.51567 0.005 0.032 -0.058 0.22
H -1.38183 -4.30174 0.87702 0.007 -0.042 0.070 0.24
H -1.52352 -5.78960 1.82679 0.046 0.063 0.019 0.38
H -0.26827 -4.82900 3.65995 -0.087 -0.025 0.016 0.28
H -1.11140 -3.38339 3.06316 0.118 0.029 -0.015 0.24
H 1.26066 -3.45332 0.45551 0.048 -0.107 -0.076 0.11
H 2.39628 -4.46834 1.36874 -0.050 0.082 0.069 0.13
C -6.99827 2.47956 -2.47327 0.072 -0.254 -0.357 -0.15
C -7.04765 1.75092 -1.14678 -0.372 0.067 0.356 -0.65
C -5.64750 1.97891 -0.61217 0.285 -0.200 -0.042 -0.41
O -5.20717 3.24451 -1.12607 -0.158 -0.095 -0.055 -0.40
C -6.11944 3.67050 -2.14757 0.040 0.328 0.087 -0.38
H -7.98034 2.76669 -2.85342 0.062 0.015 0.012 0.41
H -6.51121 1.85117 -3.22364 -0.074 0.148 0.022 0.00
H -7.78215 2.22717 -0.48847 0.029 -0.078 0.002 0.28
H -7.30349 0.69378 -1.23419 0.061 0.059 0.013 0.35
H -4.95530 1.21255 -0.97249 -0.124 -0.069 0.089 0.29
H -5.61294 1.99393 0.48016 0.074 0.078 -0.039 0.31
H -6.70996 4.50138 -1.74468 -0.047 0.025 -0.059 0.28
H -5.56016 4.02867 -3.01438 0.037 -0.061 0.074 0.13
C -5.80186 3.87170 -7.40266 0.039 0.446 -0.037 -0.63
C -4.82431 2.72186 -7.51041 0.025 -0.360 -0.296 -0.31
C -4.56834 2.38760 -6.05422 0.147 0.033 0.272 -0.17
O -5.76795 2.71094 -5.33735 0.119 0.108 -0.410 -0.34
C -6.62989 3.46842 -6.19787 -0.249 -0.187 0.147 -0.43
H -6.40279 4.02378 -8.30060 0.018 -0.015 0.075 0.36
H -5.26113 4.80013 -7.19119 -0.075 -0.027 -0.028 0.28
H -5.30299 1.87343 -8.00966 0.115 0.025 0.012 0.08
H -3.91322 2.96934 -8.05719 -0.049 -0.049 0.050 0.37
H -3.75674 2.99782 -5.64239 0.083 -0.046 -0.034 0.03
H -4.32281 1.33382 -5.90274 -0.069 0.049 0.086 0.15
H -7.46504 2.82191 -6.48880 -0.050 0.085 -0.038 0.28
H -7.02819 4.32852 -5.65469 0.034 -0.091 0.085 0.27
C 5.71585 0.61743 4.79333 0.353 -0.448 -0.022 -0.18
C 5.79422 2.11937 4.95609 -0.121 0.269 0.309 -0.67
C 5.30377 2.60888 3.60654 0.068 0.108 -0.290 -0.53
O 4.37341 1.62940 3.12357 0.335 -0.114 0.445 -0.23
C 4.47035 0.45675 3.94524 -0.272 0.010 -0.008 -0.50
H 5.65968 0.07524 5.73859 -0.038 0.102 -0.085 0.00
H 6.59194 0.25768 4.24299 -0.063 0.008 -0.006 0.30
H 5.10630 2.44308 5.74392 0.073 -0.011 -0.025 0.22
H 6.79245 2.48355 5.20423 -0.063 -0.010 -0.042 0.39
H 6.12513 2.67586 2.88500 0.033 0.076 0.037 0.30
H 4.81286 3.58308 3.66642 -0.060 -0.082 -0.098 0.30
H 3.56986 0.40833 4.56799 0.018 -0.095 0.044 0.25
H 4.50471 -0.43356 3.31258 -0.051 0.082 -0.068 0.29
C 4.17394 -6.46072 3.42836 -0.229 -0.339 0.091 -0.52
C 3.99202 -4.96380 3.55469 -0.107 0.340 -0.212 -0.05
C 4.86155 -4.64086 4.75411 0.096 -0.016 0.287 -0.32
O 5.93202 -5.59483 4.75907 -0.259 -0.023 -0.157 -0.44
C 5.62871 -6.63496 3.81991 0.340 0.024 -0.058 -0.53
H 3.95160 -6.84837 2.43260 0.036 0.011 0.054 0.33
H 3.52862 -6.97511 4.14808 0.034 -0.002 -0.071 0.30
H 4.38620 -4.46572 2.66273 -0.028 0.012 0.069 0.21
H 2.95304 -4.65622 3.68606 0.072 0.037 -0.011 0.12
H 4.30526 -4.75587 5.69099 -0.072 0.084 -0.006 0.16
H 5.27186 -3.62888 4.71486 0.077 -0.076 0.044 0.15
H 6.28994 -6.50943 2.95556 -0.032 -0.095 -0.037 0.28
H 5.82856 -7.60861 4.27251 0.066 0.099 0.054 0.30
C 5.05964 -1.70463 9.76877 -0.048 0.126 0.430 -0.60
C 4.15880 -2.36212 8.74647 0.004 -0.409 -0.225 -0.43
C 3.80411 -1.19700 7.84331 -0.198 0.275 -0.090 -0.16
O 4.92191 -0.29782 7.86667 -0.083 -0.268 0.276 -0.35
C 5.80799 -0.69208 8.92414 0.283 0.095 -0.200 -0.47
H 5.72222 -2.40189 10.28378 -0.021 0.062 -0.047 0.35
H 4.45348 -1.18915 10.52082 0.073 -0.036 -0.020 0.26
H 4.72279 -3.11308 8.18367 -0.070 0.022 0.023 0.11
H 3.28275 -2.84744 9.17946 0.039 0.052 -0.047 0.39
H 2.92969 -0.65470 8.21850 -0.058 -0.071 -0.036 0.25
H 3.60559 -1.50893 6.81492 0.056 0.105 -0.002 0.12
H 6.69819 -1.13760 8.46686 0.043 0.000 0.090 0.27
H 6.11293 0.18760 9.49488 -0.044 0.024 -0.124 0.31
C -3.59185 -2.33564 -6.77782 -0.051 0.127 0.437 -0.49
C -4.46392 -3.01775 -7.80886 -0.001 -0.392 -0.203 -0.53
C -4.82375 -1.86680 -8.72812 -0.159 0.286 -0.110 -0.41
O -3.72262 -0.94835 -8.69472 -0.069 -0.230 0.228 -0.40
C -2.84766 -1.31761 -7.61930 0.246 0.084 -0.239 -0.34
H -2.92582 -3.01641 -6.24562 -0.025 0.071 -0.035 0.36
H -4.21942 -1.82436 -6.04043 0.072 -0.041 -0.009 0.21
H -3.87782 -3.76351 -8.35560 -0.073 0.026 0.024 0.26
H -5.33844 -3.51461 -7.38585 0.042 0.050 -0.043 0.33
H -5.71378 -1.33674 -8.37172 -0.071 -0.079 -0.022 0.23
H -4.99988 -2.19056 -9.75641 0.056 0.115 0.018 0.30
H -1.94236 -1.75117 -8.05778 0.046 0.014 0.098 0.29
H -2.56762 -0.42750 -7.05141 -0.026 0.024 -0.112 0.21
```
Positions in Å, forces in eV/Å.

---

[3]
2 unconnected molecules or ions with the total composition CH3N5O2, computed with the ωB97M-V functional and the def2-TZVPD basis.

Calculated values
lowest unoccupied orbital energy (alpha / beta) = -0.35 / -3.07 eV
<S²> = 2.0147
HOMO-LUMO gap (alpha / beta) = 9.042 / 7.851 eV
highest occupied orbital energy (alpha / beta) = -0.3450 / -0.4015 hartree
ΔE to the lowest compared entry with this formula, charge and spin = 1.419 eV
multiplicity = 3
total energy = -463.8286 Ha
net charge = 0

Geometry as XYZ:
```
11
Properties=species:S:1:pos:R:3:forces:R:3:mulliken_charge:R:1
C -0.34219 -1.55432 -1.00526 1.012 -0.512 -0.307 0.41
N -0.38632 -2.66702 -0.73900 -0.670 -0.879 0.193 -0.34
N -1.54167 1.03237 0.82423 -1.299 0.556 0.529 -0.45
N 0.01509 -0.30119 -1.23524 -0.002 0.809 1.259 0.03
N 0.31918 0.49484 -0.18987 -0.861 1.337 -2.073 -0.42
N 1.21424 -0.01471 0.69325 1.872 -0.958 -1.168 1.15
O 1.11073 0.20931 1.87015 -0.013 -0.231 -0.373 -0.60
O 2.14359 -0.48748 0.03973 0.677 -0.558 1.818 -0.55
H -1.68228 1.90389 0.30365 -0.207 -0.001 0.191 0.24
H -0.92209 1.29558 1.59226 -0.210 0.118 0.193 0.26
H 0.07172 0.08873 -2.15390 -0.299 0.320 -0.263 0.26
```
Positions in Å, forces in eV/Å.

---

- What is the formula in the first record?
  C23H41FIrP2

---

- Which value of multiplicity does entry 1 give?
  6

---

- Which formula does entry 3 have?
  CH3N5O2